{
  "formula": "C2H7NO4",
  "method": "ωB97M-V/def2-TZVPD",
  "species": ["O", "C", "N", "C", "O", "H", "H", "H", "O", "H", "H", "O", "H", "H"],
  "xyz": [[-0.3854, 1.4553, -3.4447], [-1.1757, 0.8599, -2.7736], [-0.8253, 0.0686, -1.6787], [0.3927, -0.6232, -1.6680], [1.1038, -0.9068, -2.5718], [-2.2421, 0.9228, -3.0115], [-1.5301, -0.2005, -1.0104], [0.6242, -0.8663, -0.5870], [-0.9432, 0.1838, 1.6971], [-0.7269, -0.7428, 1.7717], [-0.2987, 0.6453, 2.2579], [2.0156, 0.0815, 3.4370], [2.1364, -0.8395, 3.2132], [1.8548, -0.0380, 4.3690]],
  "charge": 0,
  "total_energy_ha": -436.11294,
  "smiles": "O=CNC=O.O.O",
  "de_lowest_ev": 1.1029,
  "homo_ev": -9.96
}


{
  "formula": "C2H7NO4S2",
  "method": "ωB97M-V/def2-TZVPD",
  "species": ["C", "C", "N", "O", "O", "O", "O", "S", "S", "H", "H", "H", "H", "H", "H", "H"],
  "xyz": [[-0.9013, 0.6446, -2.1406], [1.4856, -0.5962, 2.0029], [-1.4457, -0.4044, 0.5588], [-1.4896, -1.8360, -1.5126], [0.6836, -1.1554, -0.6046], [2.7972, 0.0860, -0.1923], [0.6456, 1.2459, 0.1861], [-0.8778, -0.6971, -0.8553], [1.4611, 0.0354, 0.3222], [-1.6330, 0.2939, -2.8393], [-1.1055, 1.6718, -1.8575], [0.0455, 0.3951, -2.6543], [1.0749, -1.6613, 1.8673], [2.5353, -0.6875, 2.2487], [1.0258, -0.0709, 2.7777], [-1.0549, 0.4560, 0.7112]],
  "charge": 0,
  "total_energy_ha": -1232.37810,
  "de_lowest_ev": 1.9286,
  "homo_ev": -10.03
}


{
  "formula": "C2H7NOS",
  "method": "ωB97M-V/def2-TZVPD",
  "species": ["C", "C", "N", "O", "S", "H", "H", "H", "H", "H", "H", "H"],
  "xyz": [[0.6606, -0.5385, -1.7400], [-0.4317, 0.1252, 2.0243], [-0.6201, -0.3487, -0.9678], [0.6727, 1.5414, 0.0664], [-0.6591, 1.0855, 0.3635], [0.9007, -0.0859, -2.8923], [1.3060, -0.0124, -1.0158], [-0.0472, -0.8270, 2.0628], [0.3667, 0.7666, 2.5206], [-1.3007, 0.1096, 2.5630], [0.6045, -1.4339, -1.3876], [-1.4523, -0.3818, -1.5971]],
  "charge": 0,
  "total_energy_ha": -608.42642,
  "de_lowest_ev": 4.6459,
  "homo_ev": -8.58
}


{
  "formula": "C2H7NOS",
  "method": "ωB97M-V/def2-TZVPD",
  "species": ["N", "C", "O", "H", "H", "H", "C", "S", "H", "H", "H", "H"],
  "xyz": [[2.4140, -0.7591, 0.1234], [2.4824, 0.3034, -0.8679], [1.5065, 0.8426, -1.2649], [1.8843, -1.4931, -0.2712], [1.6147, -0.2612, 0.6299], [3.6023, 0.6484, -1.0396], [-2.4708, 0.5196, 0.2819], [-2.0412, -1.2356, 0.4736], [-1.7489, 1.1155, -0.2846], [-2.8098, 1.0642, 1.2566], [-3.3117, 0.4395, -0.4212], [-1.1218, -1.1841, 1.3841]],
  "charge": 0,
  "total_energy_ha": -608.53443,
  "smiles": "NC=O.CS",
  "de_lowest_ev": 1.7068,
  "homo_ev": -9.20
}


{
  "formula": "C2H7NOS",
  "method": "ωB97M-V/def2-TZVPD",
  "species": ["N", "C", "O", "H", "H", "H", "C", "S", "H", "H", "H", "H"],
  "xyz": [[1.1009, -2.4383, 1.3563], [0.6719, -1.3027, 0.6806], [1.3512, -0.3337, 0.4756], [0.3228, -3.0631, 1.5263], [1.8862, -2.9501, 0.9805], [-0.3882, -1.3489, 0.3839], [-0.6059, 2.0198, -0.4598], [-1.9587, 1.7973, -1.6559], [-1.1072, 1.9616, 0.5061], [0.1008, 1.2016, -0.5196], [-0.1444, 2.9941, -0.5503], [-1.2295, 1.4624, -2.7237]],
  "charge": 0,
  "total_energy_ha": -608.57190,
  "smiles": "NC=O.CS",
  "de_lowest_ev": 0.6870,
  "homo_ev": -8.81
}


{
  "formula": "C2H7NOS2",
  "method": "ωB97M-V/def2-TZVPD",
  "species": ["N", "C", "O", "H", "H", "H", "C", "S", "S", "H", "H", "H", "H"],
  "xyz": [[2.9337, 1.3398, 2.6764], [2.8987, 0.1092, 3.2586], [3.5906, -0.1090, 4.2322], [3.4645, 2.0859, 3.0642], [2.2820, 1.5162, 1.9314], [2.3338, -0.6849, 2.7625], [-3.2001, -1.1689, -1.9986], [-2.3129, -1.0979, -3.5271], [-0.8166, 0.3961, -3.0957], [-3.8630, -0.3061, -1.9068], [-2.4675, -1.2097, -1.1909], [-3.8176, -2.0700, -2.0681], [-1.0257, 1.1991, -4.1382]],
  "charge": 0,
  "total_energy_ha": -1006.76438,
  "smiles": "NC=O.CSS",
  "de_lowest_ev": 0.5354,
  "homo_ev": -8.82
}


{
  "formula": "C2H7NOS2",
  "method": "ωB97M-V/def2-TZVPD",
  "species": ["C", "C", "O", "S", "S", "N", "H", "H", "H", "H", "H", "H", "H"],
  "xyz": [[0.0469, -1.9310, 0.7064], [0.1816, -0.7392, 1.6203], [-0.7334, 0.2612, 1.2530], [-0.0870, 1.6655, 0.5638], [-0.0896, 0.9779, -1.6203], [-0.1913, 2.2687, -2.6175], [0.7938, -2.6555, 0.9144], [-0.8792, -2.4356, 0.6634], [0.1691, -1.4490, -0.2524], [1.2042, -0.3718, 1.5955], [0.0382, -1.0007, 2.6866], [0.6854, 2.7309, -2.7660], [-1.1387, 2.6786, -2.7473]],
  "charge": 0,
  "total_energy_ha": -1006.70870,
  "smiles": "CCOSSN",
  "de_lowest_ev": 2.0503,
  "homo_ev": -8.38
}


{
  "formula": "C2H7NOSi",
  "method": "ωB97M-V/def2-TZVPD",
  "species": ["N", "Si", "H", "H", "H", "C", "C", "O", "H", "H", "H", "H"],
  "xyz": [[-1.9931, -2.7592, 1.3336], [-1.0415, -1.7900, 0.4840], [-1.8657, -3.4777, 2.1107], [-2.1535, -1.0988, -0.2952], [0.3988, -1.5153, 0.0691], [0.7740, 1.8135, -1.1249], [1.2766, 1.3118, 0.2469], [1.0491, 1.7997, 1.3290], [1.0141, 2.8537, -1.2495], [-0.3794, 1.5030, -1.0773], [1.1920, 1.0928, -1.9007], [1.7285, 0.2664, 0.0743]],
  "charge": 0,
  "total_energy_ha": -499.77973,
  "smiles": "N=[SiH2].CC=O",
  "de_lowest_ev": 3.7571,
  "homo_ev": -9.66
}


{
  "formula": "C2H7NS",
  "method": "ωB97M-V/def2-TZVPD",
  "species": ["C", "S", "C", "N", "H", "H", "H", "H", "H", "H", "H"],
  "xyz": [[1.4260, 0.0219, -0.8837], [-0.2520, 0.1152, -1.4078], [-1.0638, -0.4029, 0.1295], [-0.7100, 0.3327, 1.3663], [2.1076, 0.6982, -1.4027], [1.7931, -0.9810, -1.1278], [1.5850, 0.1970, 0.1769], [-0.8666, -1.4583, 0.2922], [-2.1056, -0.1863, -0.1355], [-0.3567, 1.2400, 1.0758], [-1.5571, 0.4236, 1.9169]],
  "charge": 0,
  "total_energy_ha": -533.32025,
  "smiles": "CSCN",
  "de_lowest_ev": 0.2776,
  "homo_ev": -8.68
}


{
  "formula": "C2H7NS",
  "method": "ωB97M-V/def2-TZVPD",
  "species": ["C", "C", "N", "H", "H", "H", "H", "H", "S", "H", "H"],
  "xyz": [[-0.9446, 1.0056, -0.3998], [-1.2670, 0.1706, 0.5886], [-1.1961, -1.2352, 0.5475], [-1.0650, 2.0598, -0.2500], [-0.8179, 0.6060, -1.3986], [-1.5041, 0.5982, 1.5574], [-0.5633, -1.5689, -0.1417], [-2.0707, -1.7144, 0.3602], [3.2560, -0.3811, 0.1647], [2.5693, -0.4443, -0.9925], [3.6034, 0.9035, -0.0358]],
  "charge": 0,
  "total_energy_ha": -533.29724,
  "smiles": "C=CN.S",
  "de_lowest_ev": 0.9038,
  "homo_ev": -8.96
}


{
  "formula": "C2H7NS",
  "method": "ωB97M-V/def2-TZVPD",
  "species": ["C", "S", "C", "N", "H", "H", "H", "H", "H", "H", "H"],
  "xyz": [[0.0500, -0.7169, 1.8898], [0.7012, 0.4613, 0.6158], [-0.4228, 0.3606, -0.8804], [0.2464, 0.7174, -2.1462], [-1.0799, -0.9813, 1.8760], [0.6187, -1.5808, 1.9526], [0.2900, -0.2268, 2.7965], [-0.7524, -0.6399, -1.1625], [-1.2828, 1.0470, -0.6967], [0.8281, 0.0382, -2.3760], [0.8034, 1.5211, -1.8689]],
  "charge": 0,
  "total_energy_ha": -533.29936,
  "smiles": "CSCN",
  "de_lowest_ev": 0.8461,
  "homo_ev": -8.68
}


{
  "formula": "C2H7NS",
  "method": "ωB97M-V/def2-TZVPD",
  "species": ["C", "C", "N", "H", "H", "H", "H", "H", "H", "S", "H"],
  "xyz": [[0.1161, -0.2880, -0.2169], [0.1007, 0.9029, -1.1695], [1.2774, -0.5801, 0.5126], [-0.6532, -1.0137, -0.5524], [-0.0972, 1.1231, -2.2684], [0.3726, 1.6278, -0.3895], [1.4658, 0.4014, 0.4325], [-0.6108, 0.1318, 0.5265], [2.0212, -1.1525, 0.1069], [-1.4988, -1.1442, 1.8455], [-2.4938, -0.0086, 1.1729]],
  "charge": 0,
  "total_energy_ha": -533.07119,
  "de_lowest_ev": 7.0549,
  "homo_ev": -7.90
}